(1)
Here is C42H35Cl5F6N6PSbTi as an isolated structure at a distorted geometry from the OMol25 dataset. Energies are from ωB97M-V/def2-TZVPD.

Values from the calculation:
- LUMO (eV) = -7.715
- DFT total energy (eV) = -170908.19514
- energy above the lowest of the compared OMol25 structures with the same formula, charge and spin (kcal per mole) = 52.0
- HOMO-LUMO gap (eV) = 3.07
- HOMO level (eV) = -10.8

ORCA input file:
```
! RIJCOSX wB97M-V def2-TZVPD def2/J DEFGRID3
* xyz 2 1
C 4.375 -19.026 2.243
H 9.662 -16.600 3.219
Cl 9.204 -12.822 -0.229
C 14.526 -20.642 5.851
C 11.949 -25.787 3.766
C 10.935 -16.352 0.408
H 3.190 -16.330 3.130
C 11.242 -21.282 10.282
F 5.150 -24.025 2.000
C 7.830 -17.529 5.897
H 3.324 -19.253 2.039
H 16.604 -20.136 6.409
H 5.924 -16.747 6.400
C 5.553 -20.848 3.580
C 5.096 -16.601 -2.563
C 13.687 -20.875 4.805
H 9.601 -18.419 5.203
C 6.800 -17.812 -1.378
P 12.006 -21.392 5.099
H 14.131 -23.425 4.585
Sb 6.882 -24.345 1.310
C 8.379 -15.262 0.531
F 7.060 -25.954 2.277
C 13.147 -25.225 4.101
H 14.090 -25.750 3.979
C 4.149 -16.814 3.396
N 4.681 -17.536 2.252
C 5.139 -15.784 3.936
H 9.848 -25.467 3.378
H 14.044 -20.519 6.835
H 7.661 -18.445 -1.352
H 12.050 -19.448 11.214
H 6.782 -17.398 -3.538
C 4.040 -17.043 0.986
C 4.307 -16.579 -1.417
C 4.419 -19.821 5.885
N 6.063 -17.735 -0.221
H 6.369 -22.406 4.817
C 11.999 -23.051 4.467
H 8.083 -17.941 6.869
H 2.983 -17.426 0.860
C 12.318 -19.389 9.099
Cl 12.105 -14.129 -0.598
C 13.171 -23.858 4.397
C 14.093 -20.724 3.488
C 11.132 -21.925 9.071
C 4.836 -17.155 -0.254
C 6.467 -16.337 4.325
C 15.859 -20.364 5.628
H 3.911 -19.423 6.787
H 17.383 -20.096 4.080
Cl 9.950 -18.886 0.892
H 10.899 -21.687 11.206
C 11.694 -21.256 7.957
H 15.781 -20.293 2.168
C 10.781 -15.025 0.017
C 5.723 -21.533 4.765
H 3.812 -16.006 1.070
C 9.477 -14.445 0.074
F 6.931 -22.624 0.555
C 4.753 -19.680 3.584
H 9.885 -23.060 4.068
Ti 6.976 -17.321 1.650
C 6.649 -16.879 5.586
C 8.811 -17.684 4.940
H 4.701 -16.227 -3.526
H 3.318 -16.166 -1.401
N 11.814 -21.947 6.739
C 8.534 -16.613 0.784
F 8.591 -23.987 1.891
N 12.173 -20.004 7.979
C 8.758 -16.856 3.783
C 6.299 -17.300 -2.552
H 5.355 -14.915 3.216
Cl 12.468 -17.111 0.554
C 10.777 -25.012 3.733
H 3.866 -17.528 4.196
H 11.421 -22.897 6.806
H 13.363 -20.883 2.680
C 9.812 -17.181 0.753
H 11.895 -26.850 3.601
C 10.802 -23.656 4.127
N 4.269 -19.137 4.714
H 10.838 -23.009 8.999
F 6.248 -25.025 -0.326
C 5.183 -20.999 5.940
H 5.076 -19.462 1.480
H 4.753 -15.303 4.793
H 5.228 -21.450 6.944
Cl 6.786 -14.683 0.387
C 16.309 -20.329 4.281
F 7.250 -19.038 2.140
C 11.822 -19.994 10.318
H 6.064 -21.120 2.689
C 15.466 -20.408 3.231
N 7.554 -16.299 3.382
H 12.736 -18.372 9.082
*
```

Atomic partial charges in e from the Mulliken method, atoms 1 to 8: atom 1 (C): -1.03, atom 2 (H): 0.70, atom 3 (Cl): -0.14, atom 4 (C): 0.17, atom 5 (C): -0.44, atom 6 (C): 0.66, atom 7 (H): 0.53, atom 8 (C): -0.45

***

(2)
Here is C42H35F7 as an isolated structure at a distorted geometry from the OMol25 dataset. Energies are from ωB97M-V/def2-TZVPD.

Values from the calculation:
- LUMO (eV) = 0.539
- DFT total energy (eV) = -63121.49320
- energy above the lowest of the compared OMol25 structures with the same formula, charge and spin (kcal per mole) = 512.4
- HOMO-LUMO gap (eV) = 9.11
- HOMO level (eV) = -8.6

ORCA input file:
```
! RIJCOSX wB97M-V def2-TZVPD def2/J DEFGRID3
* xyz 0 1
C 1.138 -3.834 -0.484
C 0.256 -4.563 -3.045
C -0.097 -4.450 -0.609
H -1.504 -5.955 3.599
H 0.208 -4.981 5.312
H -0.538 0.800 -1.870
F 0.047 -2.214 -3.295
C -0.587 -0.460 4.693
H 1.059 3.088 2.918
C -3.457 1.807 -2.640
C 0.559 -1.415 -5.554
F -1.524 0.657 -2.809
F -0.277 5.221 -0.779
H -0.458 0.195 -2.825
H -0.109 -1.843 -1.437
H 0.924 -0.654 3.244
H 1.999 1.509 4.032
C 0.562 -0.039 4.054
H 1.554 -3.615 0.488
C 1.342 3.756 2.119
H -0.292 -3.123 0.673
C -1.357 3.038 -2.287
H -0.131 -4.891 -3.998
C 2.590 4.425 2.141
C 1.958 -3.588 -1.583
H -0.711 -4.734 0.233
H 1.293 -2.949 4.709
C -0.521 -4.835 -1.861
C -0.084 0.258 -1.054
C 0.744 -3.480 3.945
C 0.762 0.840 1.179
C 0.283 2.069 5.330
C 0.472 4.033 1.085
H 2.182 -3.639 -3.680
H -0.471 3.514 0.999
C -0.103 1.142 -4.740
C -4.152 3.060 -2.569
C 1.053 1.207 4.455
C 1.861 5.704 0.243
C -3.405 4.256 -2.616
C 0.214 -1.037 -0.796
C 0.591 -0.390 -6.447
C 0.715 4.985 0.120
C -0.817 -5.162 3.342
C -0.185 0.032 -3.857
H -0.079 2.260 -0.104
C -2.095 1.833 -2.637
H 3.237 4.156 2.962
C 0.316 0.924 -6.046
H 0.580 3.105 5.398
C 1.542 -3.933 -2.861
F -1.695 -5.205 1.126
H 3.787 5.938 1.201
C -0.923 1.638 5.955
C 2.854 5.394 1.192
C -2.047 4.237 -2.280
H -2.236 -0.067 6.152
C 0.767 -1.415 0.450
H 0.889 1.482 2.037
H 2.093 6.520 -0.426
H -0.231 2.140 -4.347
H 1.101 -0.467 -7.396
C 0.080 -1.212 -4.268
C -0.245 -3.489 1.688
H -1.509 -5.231 -2.039
H -1.424 5.074 -2.004
C 0.628 -2.913 2.654
H -3.967 5.178 -2.593
C -0.891 -4.581 2.059
C 0.047 -4.590 4.318
F 3.164 -3.080 -1.291
H 1.271 -2.095 2.366
H -5.206 3.061 -2.801
H 0.451 1.787 -6.681
H -0.278 3.069 -2.299
F -1.069 -1.678 4.286
C -1.364 0.312 5.639
F 1.610 -0.946 2.630
H 0.685 -2.449 -5.838
H 0.976 -2.452 0.669
H -1.512 2.295 6.578
C 1.035 -0.487 1.415
C 0.114 1.200 -0.031
H -4.043 0.940 -2.911
*
```

Atomic partial charges in e from the Mulliken method, atoms 1 to 8: atom 1 (C): -0.05, atom 2 (C): -0.58, atom 3 (C): -0.56, atom 4 (H): 0.40, atom 5 (H): 0.42, atom 6 (H): -0.06, atom 7 (F): 0.35, atom 8 (C): -0.01

***

(3)
Here is C42H35GeN2OPRe as an isolated structure at a distorted geometry from the OMol25 dataset. Energies are from ωB97M-V/def2-TZVPD.

Values from the calculation:
- LUMO (eV) = -10.081
- DFT total energy (eV) = -117055.26315
- energy above the lowest of the compared OMol25 structures with the same formula, charge and spin (kcal per mole) = 24.3
- HOMO-LUMO gap (eV) = 5.94
- HOMO level (eV) = -16.0

ORCA input file:
```
! RIJCOSX wB97M-V def2-TZVPD def2/J DEFGRID3
* xyz 3 1
C 2.367 0.428 -2.980
C -0.356 3.333 -1.596
O -0.405 -3.228 1.436
C -3.346 -1.198 -2.671
C 0.838 -3.719 -3.213
C 4.740 -0.563 1.343
P 1.234 -1.491 -1.433
H 3.705 1.151 1.896
C -3.902 -0.358 -3.625
C 1.230 4.344 0.352
C -0.546 -0.104 0.649
H -2.147 -1.302 -0.952
C 0.460 0.137 4.919
C -3.315 1.530 -2.241
C 0.154 -4.885 -3.471
C 4.824 -1.682 0.531
C -2.827 3.237 2.133
H 2.086 5.580 -1.077
H -0.716 -1.181 -3.444
C 0.683 0.294 3.619
H -3.454 2.600 -2.182
C -2.722 0.716 -1.311
C 0.278 0.125 -4.914
H -3.201 -2.260 -2.846
H -1.351 -5.538 -0.390
H -4.430 -0.647 -4.509
H -2.696 4.024 1.428
C -0.574 -5.555 -2.476
H 3.086 2.010 -4.210
C -0.532 2.885 -0.300
H 3.313 0.523 -2.426
H 1.851 0.617 0.282
H 5.769 -2.180 0.578
C -2.438 0.912 2.989
H 0.191 3.115 1.714
C 2.685 -1.284 -0.388
H -0.487 -1.568 6.919
C 0.494 -1.837 6.525
H -0.492 -0.015 -5.676
H 1.276 -1.276 7.117
C 2.597 -0.091 0.436
C -2.724 -0.642 -1.582
H -2.026 -0.070 2.753
H 0.616 4.692 -2.963
H 1.489 -3.251 -4.023
H 1.288 1.586 -6.054
H -3.499 4.672 3.530
H 0.824 -2.927 3.939
C 0.498 4.345 -1.933
H 3.851 -2.976 -0.962
C 2.330 1.260 -4.133
C 3.806 -2.086 -0.270
C 3.638 0.267 1.335
H -4.359 1.653 -4.149
H -3.009 0.717 5.168
C 1.299 4.846 -0.958
H 5.618 -0.374 2.013
C -2.854 1.347 4.273
C -3.256 3.588 3.383
C -2.416 1.871 1.979
H 0.837 1.186 3.073
C 0.180 -0.543 -3.645
H -1.001 -6.529 -2.592
H 0.556 -2.925 6.414
C 1.207 -0.435 -2.780
C 0.708 -3.158 -1.981
C -3.922 1.011 -3.379
H -0.885 2.822 -2.352
Ge -1.801 1.491 0.214
C 1.277 1.111 -5.086
C -3.278 2.672 4.394
N 0.891 -0.994 3.038
H 0.243 0.818 5.770
C -0.701 -5.041 -1.138
C -0.129 -3.024 0.249
H 1.970 4.576 1.083
C 0.286 3.419 0.687
C -0.136 -3.810 -0.976
C 0.779 -1.860 4.061
H 0.272 -5.386 -4.453
Re 0.604 -1.330 0.969
H -3.539 3.046 5.366
N 0.545 -1.235 5.180
*
```

Atomic partial charges in e from the Mulliken method, atoms 1 to 8: atom 1 (C): -0.69, atom 2 (C): -0.17, atom 3 (O): -0.54, atom 4 (C): -0.81, atom 5 (C): -0.19, atom 6 (C): -0.69, atom 7 (P): 1.65, atom 8 (H): 0.66

***

(4)
Here is C42H36N2O6S as an isolated structure from the OMol25 dataset. Energies are from ωB97M-V/def2-TZVPD.

Values from the calculation:
- LUMO (eV) = -0.922
- DFT total energy (eV) = -70239.10586
- HOMO-LUMO gap (eV) = 8.05
- HOMO level (eV) = -9.0

ORCA input file:
```
! RIJCOSX wB97M-V def2-TZVPD def2/J DEFGRID3
* xyz 0 1
C 10.389 4.012 -2.906
C -6.576 -0.193 4.920
H -2.942 -1.146 -0.051
H -6.000 1.851 4.654
H 2.921 -0.345 0.475
C -7.012 -1.362 4.295
C -6.603 -1.392 7.177
H -7.507 -2.299 2.435
C -7.079 -3.681 8.675
H 0.813 -0.085 -0.688
C 8.576 2.980 -1.698
H 4.255 -0.838 -0.607
C -1.001 -3.784 -1.779
C -6.595 -2.531 9.291
C 5.378 1.323 -2.978
C 3.179 -0.772 -0.492
C -7.076 -2.550 6.557
H 1.802 -2.088 -2.685
S 0.179 -5.671 -0.974
C -2.727 0.692 -2.533
C 11.055 4.229 -1.711
C 0.755 -2.292 -2.525
C -1.592 -1.644 -2.702
H -3.020 -3.065 -2.060
C -2.711 -0.719 -3.127
C -0.181 -1.366 -2.879
H -1.923 1.283 -2.942
O -7.741 -3.588 4.549
C -7.319 -3.690 7.311
C -2.743 0.764 -0.997
C 0.740 1.031 -2.538
C -1.973 -2.844 -2.172
H 8.791 2.897 0.429
H 1.586 1.484 -0.654
C 4.726 1.079 -4.174
C 5.270 1.534 -5.371
O 2.681 -0.005 -1.568
H -3.641 1.170 -2.885
H 10.998 4.010 0.424
H -1.736 0.802 -0.593
C 6.581 2.017 -2.972
H 1.199 -0.345 -4.096
H 12.026 4.707 -1.715
H -3.200 1.712 -0.725
C 7.134 2.462 -4.175
N -1.227 -4.986 -1.229
H -3.644 -1.204 -2.866
O -5.986 0.870 6.940
C -7.176 -1.388 2.914
O 6.761 1.928 -0.624
C 8.438 3.182 -4.199
C 0.378 -3.531 -1.941
H 3.791 0.534 -4.171
H -6.291 1.799 2.202
O 8.912 3.585 -5.240
H -5.988 -0.491 9.019
C 0.325 -0.083 -3.508
C 10.479 3.834 -0.509
C -7.315 -2.587 5.086
C -6.358 -0.148 6.393
H -7.266 -4.571 9.261
C 6.471 2.224 -5.372
H -6.401 -2.529 10.355
H -2.716 -0.631 -4.214
C -6.493 0.914 2.789
H -3.778 -0.254 1.626
C 9.243 3.210 -0.501
O -4.159 0.238 0.896
H 4.756 1.347 -6.305
N 1.172 -4.511 -1.526
H 6.900 2.577 -6.299
C -3.579 -0.304 -0.303
C -6.328 0.946 4.162
H 2.796 -1.795 -0.520
C 1.440 0.593 -1.273
C -6.361 -1.389 8.545
H 4.951 0.974 -2.049
C 9.147 3.392 -2.904
H 10.830 4.322 -3.843
H -0.098 1.639 -2.216
H -7.028 -0.284 1.090
H -0.401 0.283 -4.225
C -6.911 -0.257 2.164
H 1.421 1.716 -3.040
C 7.260 2.279 -1.673
H -4.407 -0.602 -0.938
H -7.692 -4.581 6.826
*
```

Atomic partial charges in e from the Mulliken method, atoms 1 to 8: atom 1 (C): -0.55, atom 2 (C): 0.23, atom 3 (H): 0.34, atom 4 (H): 0.48, atom 5 (H): 0.38, atom 6 (C): 0.28, atom 7 (C): 0.20, atom 8 (H): 0.48